No. 1
ORCA calculation (the ωB97M-V functional and the def2-TZVPD basis) on 2 unconnected molecules or ions with the total composition C3H7O4S2 at a distorted geometry.

Geometry as XYZ:
```
16
C3H7O4S2 (the ωB97M-V functional and the def2-TZVPD basis)
C 0.9957 0.4859 1.1902
C 2.0329 -0.3483 -1.1166
C 1.0957 -0.4573 0.0986
O -3.4574 0.3119 1.7947
O -3.6740 -1.4958 0.1011
O -1.2376 1.7827 -0.4374
O -1.5868 -0.1001 -1.9567
S -3.6170 -0.0528 0.3639
S -1.3842 0.3376 -0.5982
H 2.0067 0.7634 1.5850
H 0.4056 1.3415 0.9537
H 0.4447 0.0360 2.0967
H 2.7189 -1.2735 -1.1444
H 2.7293 0.4898 -1.1209
H 1.5820 -0.3166 -2.0425
H 0.9456 -1.5045 0.2329
```

Summary:
Charge ... -1
HOMO (alpha / beta) ... -0.1189 / -0.1512 Eh
Lowest unoccupied orbital energy (alpha / beta) ... 3.404 / 3.127 eV
Spin multiplicity ... 1
HOMO-LUMO gap (alpha / beta) ... 6.640 / 7.242 eV

For each atom in turn, the Löwdin charge in e is: number 1, C, carries -0.20; number 2, C, carries -0.12; number 3, C, carries -0.28; number 4, O, carries -0.55; number 5, O, carries -0.55; number 6, O, carries -0.50; number 7, O, carries -0.49; number 8, S, carries 0.64; number 9, S, carries 0.60; number 10, H, carries 0.08; number 11, H, carries 0.02; number 12, H, carries 0.11; number 13, H, carries 0.09; number 14, H, carries 0.06; number 15, H, carries 0.02; number 16, H, carries 0.07

---

No. 2
ORCA calculation (the ωB97M-V functional and the def2-TZVPD basis) on C6H12O in the gas phase at a distorted geometry.

Geometry as XYZ:
```
19
C6H12O (the ωB97M-V functional and the def2-TZVPD basis)
C -2.5190 -0.7596 0.1019
C -1.0603 -0.9930 -0.2836
C -0.0343 0.0933 0.1820
C 1.3738 -0.3674 -0.2398
C 2.5196 0.5449 0.1806
C -0.3907 1.5145 -0.1044
O 0.0356 2.3077 0.7195
H -3.1642 -1.5841 -0.2279
H -2.6062 -0.6755 1.1880
H -2.9183 0.1584 -0.3447
H -0.7382 -1.9695 0.1007
H -1.0039 -1.1153 -1.3854
H 0.1721 0.5592 1.2292
H 1.4236 -0.5569 -1.3186
H 1.5108 -1.3457 0.2438
H 3.4680 0.1140 -0.1547
H 2.5653 0.6622 1.2696
H 2.4260 1.5447 -0.2531
H -1.0599 1.8682 -0.9029
```

Summary:
HOMO ... -0.3618 Eh
SMILES ... CCC(C=O)CC
Lowest unoccupied orbital energy ... 0.908 eV
Spin multiplicity ... 1
HOMO-LUMO gap ... 10.754 eV

For each atom in turn, the Löwdin charge in e is: number 1, C, carries -0.11; number 2, C, carries -0.22; number 3, C, carries -0.30; number 4, C, carries -0.24; number 5, C, carries -0.11; number 6, C, carries -0.24; number 7, O, carries 0.02; number 8, H, carries 0.07; number 9, H, carries 0.08; number 10, H, carries 0.07; number 11, H, carries 0.11; number 12, H, carries 0.12; number 13, H, carries 0.17; number 14, H, carries 0.11; number 15, H, carries 0.11; number 16, H, carries 0.07; number 17, H, carries 0.08; number 18, H, carries 0.07; number 19, H, carries 0.13

---

No. 3
ORCA calculation (the ωB97M-V functional and the def2-TZVPD basis) on a gas-phase ion, C10H13N4 (charge +1) at a distorted geometry.

Geometry as XYZ:
```
27
C10H13N4 (the ωB97M-V functional and the def2-TZVPD basis)
C -2.9283 1.0550 -0.7408
C -1.6750 -0.7695 0.3601
C -1.7237 1.8236 -0.7683
C -2.8497 -0.2447 -0.2075
C -0.5548 0.0373 0.3514
C 2.0048 0.2422 1.1961
C 2.3433 1.4069 0.4568
C 0.6524 -0.5750 0.8636
C 2.4638 1.1637 -0.8451
C 2.0710 -0.8984 0.1717
N -0.6251 1.3029 -0.1270
N 2.2821 -0.2319 -1.0327
N -3.9544 -1.0262 -0.0957
N 2.7134 -2.1370 0.3978
H -3.8906 1.3614 -1.1827
H -1.6548 -1.6704 0.9626
H -1.8264 2.8485 -1.2394
H 2.2204 0.2211 2.2626
H 2.7398 2.2852 0.9872
H 0.4681 -1.5136 1.3804
H 2.6848 1.8236 -1.6743
H 0.1618 1.9423 -0.1633
H 1.9292 -0.6689 -1.8503
H -4.9014 -0.6421 -0.4455
H -3.8395 -2.0446 -0.0471
H 3.4984 -2.1704 0.9129
H 2.1902 -2.9212 0.1166
```

Summary:
Charge ... +1
HOMO ... -0.4106 Eh
SMILES ... N[C@]12NC=C[C@H]1[C@H]2c1cc(=[NH2+])cc[nH]1
Lowest unoccupied orbital energy ... -3.294 eV
Spin multiplicity ... 1
HOMO-LUMO gap ... 7.879 eV

For each atom in turn, the Löwdin charge in e is: number 1, C, carries 0.02; number 2, C, carries 0.05; number 3, C, carries 0.01; number 4, C, carries -0.31; number 5, C, carries -0.18; number 6, C, carries -0.11; number 7, C, carries -0.12; number 8, C, carries -0.04; number 9, C, carries -0.07; number 10, C, carries -0.41; number 11, N, carries 0.13; number 12, N, carries 0.08; number 13, N, carries 0.12; number 14, N, carries 0.16; number 15, H, carries 0.13; number 16, H, carries 0.14; number 17, H, carries 0.16; number 18, H, carries 0.15; number 19, H, carries 0.13; number 20, H, carries 0.14; number 21, H, carries 0.13; number 22, H, carries 0.14; number 23, H, carries 0.14; number 24, H, carries 0.16; number 25, H, carries 0.13; number 26, H, carries 0.05; number 27, H, carries 0.08